Here is a cluster of 13 separate species, C57H59Cl4N11 in total at a distorted geometry from the Open Molecules 2025 dataset. Energies are from ωB97M-V/def2-TZVPD.

Summary:
- Calculated total energy: -126544.539 eV
- Energy relative to the best compared isomer or geometry (same formula, charge and spin): 0.00 kJ/mol

The geometry in XYZ format:
```
131
Properties=species:S:1:pos:R:3:forces:R:3
N -1.363919 11.139217 -28.571023 -0.1 -0.3 0.6
C -1.713537 12.140424 -29.348779 0.7 1.1 -0.3
C -1.744910 12.073554 -30.727393 0.4 0.3 -0.4
C -1.437362 10.875526 -31.335549 -0.1 -0.1 -0.2
C -1.100219 9.801660 -30.536473 -0.3 -0.5 0.1
C -1.079247 9.988692 -29.158785 -0.4 -0.8 -0.1
H -1.855793 13.098670 -28.853742 -0.2 -0.1 0.0
H -1.875333 12.957402 -31.338720 -0.4 0.0 0.2
H -1.487491 10.787625 -32.414288 0.1 -0.1 0.0
H -0.962138 8.809271 -30.951830 0.2 0.1 0.0
H -0.932594 9.138206 -28.491569 0.3 0.1 -0.1
N -6.837494 2.678830 -28.670830 -0.6 -0.8 -0.5
C -7.369345 3.720293 -29.282756 0.3 0.6 -0.9
C -7.362259 5.006350 -28.767332 -0.5 0.1 -0.4
C -6.855282 5.208789 -27.508251 0.4 0.0 0.3
C -6.386055 4.109994 -26.820898 0.1 -0.5 0.3
C -6.420001 2.861582 -27.446175 0.7 0.5 1.3
H -7.729172 3.551349 -30.293358 -0.1 0.0 0.1
H -7.766409 5.837054 -29.334425 0.0 -0.1 -0.1
H -6.791817 6.197102 -27.087034 -0.1 0.2 0.1
H -5.993982 4.170912 -25.812252 -0.1 0.1 -0.1
H -6.037142 2.004053 -26.896094 0.0 0.0 -0.2
N 0.515987 11.557149 -24.400586 -0.5 -1.2 -0.5
C 0.013491 11.804842 -25.613516 0.2 0.6 0.4
C 0.117078 13.065469 -26.200758 -0.8 -1.1 -0.6
C 0.740476 14.082202 -25.523503 0.5 0.3 -0.1
C 1.252569 13.816895 -24.274005 0.7 -0.3 0.0
C 1.128310 12.519842 -23.769649 0.5 1.4 0.7
H -0.483784 10.976080 -26.097058 0.0 0.1 -0.3
H -0.313956 13.205941 -27.183961 0.1 0.1 0.0
H 0.918096 15.030725 -26.015624 -0.2 0.1 0.2
H 1.888857 14.541512 -23.780907 -0.3 0.0 0.2
H 1.563767 12.300918 -22.795326 -0.1 -0.1 -0.1
N -0.064820 6.407353 -31.344943 -0.1 -0.1 -0.4
C 0.839003 6.869149 -30.494638 -0.3 0.5 0.6
C 1.202497 6.205690 -29.333949 -0.2 0.6 0.1
C 0.583310 5.008395 -29.056474 0.7 -0.2 0.6
C -0.301489 4.479942 -29.952224 -0.7 -0.4 -0.6
C -0.601937 5.216803 -31.087707 0.1 0.1 -0.3
H 1.148258 7.897699 -30.671905 0.4 -0.2 -0.1
H 1.833745 6.676306 -28.591974 0.2 0.0 -0.1
H 0.824682 4.501560 -28.134399 -0.1 -0.1 0.0
H -0.781373 3.523553 -29.782569 0.0 0.0 0.0
H -1.299126 4.867477 -31.843397 0.0 -0.1 0.2
N -7.829883 11.302845 -21.551644 -0.4 -0.3 -0.1
C -8.290296 10.205440 -22.155696 0.3 -0.2 -0.1
C -7.477848 9.327659 -22.884068 -0.3 0.2 0.1
C -6.134597 9.642886 -23.022477 0.0 -0.1 0.3
C -5.651125 10.762235 -22.367821 0.2 0.1 -0.3
C -6.532751 11.556114 -21.654204 0.1 0.3 -0.1
H -9.358582 10.020400 -22.069391 0.1 0.0 0.0
H -7.898210 8.432843 -23.332420 0.0 0.2 0.0
H -5.459242 9.056316 -23.631329 -0.1 -0.1 0.0
H -4.608214 11.033177 -22.473543 -0.1 0.1 0.1
H -6.202069 12.482720 -21.194788 0.1 -0.1 0.1
N -0.312714 6.248156 -26.102020 1.0 0.3 -0.3
C -0.310455 7.547876 -25.831957 -0.2 0.5 -0.7
C -1.410233 8.201243 -25.305231 -0.5 0.2 0.6
C -2.576228 7.481258 -25.065370 0.3 -0.5 0.5
C -2.549803 6.108012 -25.303770 -0.6 0.2 -0.3
C -1.399670 5.565938 -25.833951 -0.1 -0.8 0.5
H 0.547088 8.132534 -26.155844 0.2 -0.2 0.3
H -1.353709 9.233074 -24.968751 0.1 0.0 -0.4
H -3.420055 7.956343 -24.577266 -0.1 0.0 -0.3
H -3.382830 5.423135 -25.140829 0.1 0.5 0.1
H -1.317049 4.489516 -25.958287 -0.2 0.1 -0.2
N 1.838810 2.067752 -25.931479 -0.4 -1.4 -0.1
C 1.265047 3.211780 -25.659354 0.1 1.3 -0.2
C 1.662233 4.016463 -24.601228 -0.5 -0.2 0.5
C 2.634008 3.529051 -23.734934 -0.2 1.3 0.0
C 3.228716 2.330503 -24.007184 -0.1 -1.0 0.1
C 2.727045 1.596113 -25.076498 1.4 0.1 -0.4
H 0.532400 3.528089 -26.393833 -0.1 0.2 0.2
H 1.198691 4.975011 -24.402405 -0.1 -0.2 -0.2
H 2.924752 4.150307 -22.892662 0.1 -0.2 -0.1
H 4.032836 1.940393 -23.399046 -0.1 -0.1 0.1
H 3.200242 0.659380 -25.362267 -0.1 -0.1 0.2
N 4.811815 9.345798 -23.885810 1.0 0.2 -0.1
C 5.252103 8.248610 -24.483493 1.2 0.6 0.1
C 4.458789 7.196129 -24.835472 0.2 -0.8 0.0
C 3.135091 7.266704 -24.500219 -1.2 -0.1 0.2
C 2.643754 8.411471 -23.881539 -0.4 -0.7 -0.1
C 3.534847 9.420907 -23.606026 -0.7 0.9 0.0
H 6.320935 8.246216 -24.677679 0.0 -0.1 -0.1
H 4.872869 6.303940 -25.283109 0.0 0.0 -0.2
H 2.479981 6.426305 -24.717199 0.1 0.3 0.0
H 1.593392 8.488678 -23.627189 0.0 0.1 0.0
H 3.217481 10.388139 -23.224737 -0.2 -0.2 0.3
N -0.359636 10.927669 -20.521058 1.1 1.2 0.6
C -1.600929 11.048256 -20.151663 -0.9 1.0 1.0
C -2.613835 10.277165 -20.642574 -1.4 0.5 0.9
C -2.332317 9.331174 -21.570315 -0.5 -1.2 -0.5
C -1.033139 9.192861 -21.972145 0.4 -0.9 -0.4
C -0.089843 10.021941 -21.410124 1.1 -0.4 -1.4
H -1.821003 11.822101 -19.424548 0.0 0.0 0.1
H -3.614470 10.390921 -20.243670 0.0 0.1 -0.1
H -3.120060 8.667065 -21.910293 0.1 0.0 -0.2
H -0.750103 8.393137 -22.645230 0.1 0.2 -0.1
H 0.929166 10.036790 -21.783522 0.1 -0.4 0.1
N -5.394849 10.552374 -26.107130 0.3 -0.6 1.0
C -4.441185 11.002492 -26.890053 0.7 -0.1 -0.9
C -4.578151 12.129331 -27.687124 0.1 0.2 0.0
C -5.755228 12.840149 -27.590419 0.1 0.8 0.1
C -6.719283 12.427419 -26.698268 -0.2 0.2 0.0
C -6.481025 11.279196 -25.970020 -1.0 0.3 0.3
H -3.517842 10.430153 -26.897803 0.0 0.0 -0.1
H -3.779593 12.492475 -28.318687 -0.1 -0.2 0.1
H -5.876671 13.809001 -28.068311 0.0 -0.3 -0.3
H -7.609704 13.024747 -26.566428 -0.1 -0.1 0.2
H -7.182161 10.977881 -25.196615 -0.1 -0.2 -0.2
N -1.868578 0.720949 -28.901708 0.4 -1.0 -0.1
C -2.589753 1.774301 -28.606095 -0.5 0.8 0.1
C -2.612908 2.365971 -27.349145 -0.1 0.0 -0.1
C -1.814468 1.811619 -26.356838 -0.3 0.5 0.2
C -1.092500 0.668297 -26.629271 -0.1 -0.4 -0.5
C -1.172625 0.146700 -27.924939 0.3 0.1 0.4
H -3.177318 2.166412 -29.429156 -0.1 0.2 0.1
H -3.256746 3.222139 -27.175130 0.2 0.0 0.1
H -1.750441 2.290491 -25.380462 -0.1 -0.2 -0.1
H -0.505716 0.178938 -25.864266 0.1 0.0 -0.1
H -0.624228 -0.748676 -28.204356 0.0 0.1 0.1
C -4.131631 1.794678 -23.117149 -0.2 -0.1 0.2
Cl -4.506015 3.403610 -23.730062 0.1 0.2 0.0
Cl -5.598035 0.907282 -22.725491 -0.2 -0.2 0.0
H -3.585358 1.253543 -23.873732 0.1 -0.1 -0.1
H -3.573777 1.902566 -22.201073 0.2 0.1 0.1
C 2.529395 10.185490 -28.909296 0.4 -0.3 0.1
Cl 3.536036 11.623116 -29.078152 -0.1 0.1 0.0
Cl 2.833872 9.343821 -27.374636 -0.1 0.1 0.1
H 1.483507 10.440385 -28.964255 -0.1 0.2 0.0
H 2.818091 9.496292 -29.689562 -0.1 0.0 -0.2
```
Positions in Å, forces in eV/Å.

Here are the Löwdin charges for atoms 1 to 4, given in e: N 0.0697; C -0.1958; C -0.0564; C -0.0611